(1)
This record from OMol25 describes a molecular structure, C34H38Cl2N2O7STb in a non-equilibrium geometry. The level of theory is ωB97M-V/def2-TZVPD.

The geometry in ORCA input format:
```
! RIJCOSX wB97M-V def2-TZVPD def2/J DEFGRID3
* xyz 1 7
Tb -0.9063 -0.6791 0.1604
C 1.0491 0.7396 -2.7372
C 1.3031 2.1520 -2.2342
O 0.5318 2.3974 -1.0755
C -0.5084 3.3498 -1.1774
C -1.8389 2.7187 -1.5607
O -2.2826 1.6971 -0.6736
C -2.8716 2.1852 0.5350
C -1.8432 2.2961 1.6829
O -0.7007 1.5272 1.3260
C 0.3409 1.5229 2.3039
C 1.6356 1.2142 1.5722
O 1.4326 -0.0074 0.8640
C 2.5673 -0.5965 0.2577
C 2.4792 -0.5278 -1.2856
O 1.1448 -0.2225 -1.6920
H 1.7419 0.5054 -3.5511
H 0.0267 0.6577 -3.1113
H 1.0789 2.8694 -3.0284
H 2.3546 2.2705 -1.9570
H -0.2669 4.1193 -1.9178
H -0.5801 3.8310 -0.2011
H -1.7543 2.2437 -2.5400
H -2.5933 3.5091 -1.6222
H -3.6305 1.4609 0.8055
H -3.3481 3.1507 0.3557
H -2.2846 1.9112 2.6052
H -1.5322 3.3327 1.8432
H 0.1387 0.7583 3.0574
H 0.4211 2.5002 2.7861
H 1.8641 2.0195 0.8714
H 2.4494 1.0998 2.2922
H 2.5826 -1.6407 0.5740
H 3.4813 -0.1161 0.6072
H 2.7482 -1.5003 -1.7044
H 3.1650 0.2209 -1.6828
C -0.4550 -2.4680 -2.8042
C 0.0981 -3.3684 -1.7347
C 0.6024 -4.6250 -2.1191
C 1.0912 -5.4658 -1.1675
C 1.0481 -5.0883 0.1908
C 1.4796 -5.9654 1.2025
C 1.3646 -5.5935 2.5132
C 0.8345 -4.3427 2.8433
C 0.4200 -3.4375 1.8821
S -0.2356 -1.9124 2.4222
C 0.5208 -3.8053 0.5073
N 0.0939 -2.9533 -0.4810
H -1.0751 -3.0442 -3.4900
H 0.3533 -2.0167 -3.3798
H -1.0716 -1.6807 -2.3742
H 0.5910 -4.9094 -3.1628
H 1.4946 -6.4365 -1.4290
H 1.8746 -6.9353 0.9289
H 1.6704 -6.2687 3.3015
H 0.7271 -4.0566 3.8814
Cl -6.8431 -0.1088 -1.3194
C -6.2511 -1.3887 -2.3419
C -6.4722 -1.3136 -3.7012
C -5.9898 -2.3147 -4.5270
C -5.2229 -3.3308 -3.9853
C -4.9779 -3.3813 -2.6229
Cl -3.8124 -4.5411 -2.0704
C -5.5654 -2.4546 -1.7344
N -5.4557 -2.4814 -0.3608
C -5.4797 -3.5981 0.4979
C -6.3176 -4.6801 0.2275
C -6.4228 -5.7310 1.1167
C -5.6996 -5.7146 2.3009
C -4.8664 -4.6438 2.5690
C -4.7320 -3.5815 1.6785
C -3.8558 -2.4229 2.0875
C -3.0479 -1.6823 1.0538
O -2.6376 -2.1654 -0.0308
O -2.7096 -0.4868 1.3590
H -7.0343 -0.4839 -4.1066
H -6.1905 -2.2883 -5.5886
H -4.7811 -4.0876 -4.6188
H -5.5955 -1.5917 0.0855
H -6.9139 -4.6705 -0.6760
H -7.0848 -6.5568 0.8912
H -5.7949 -6.5203 3.0160
H -4.2971 -4.6244 3.4913
H -3.0946 -2.7765 2.7905
H -4.4413 -1.6746 2.6292
*
```

Values from the calculation:
Gap between HOMO and LUMO (spin up / spin down) = 7.372 / 7.389 eV
E_HOMO (spin up / spin down) = -9.54 / -9.55 eV
⟨S²⟩ = 12.683

=====

(2)
This record from OMol25 describes a molecular structure, C34H38Cl2N3OPdS2Te. The level of theory is ωB97M-V/def2-TZVPD.

The geometry in ORCA input format:
```
! RIJCOSX wB97M-V def2-TZVPD def2/J DEFGRID3
* xyz 0 4
Pd 0.2433 -0.9674 0.1909
Cl 2.7798 -2.3668 -0.4630
C 3.3163 -2.3623 1.1941
C 4.6849 -2.3262 1.3855
C 5.1918 -2.3850 2.6737
C 4.3247 -2.5054 3.7442
C 2.9570 -2.5300 3.5235
Cl 1.9468 -2.7542 4.9201
C 2.3913 -2.4186 2.2465
S 0.6408 -2.3646 2.0493
H 5.3379 -2.2591 0.5284
H 6.2594 -2.3547 2.8403
H 4.6928 -2.5859 4.7566
C -1.6128 4.4039 6.8431
C -1.1246 3.7646 5.5738
C -0.5390 2.5068 5.5837
C -0.0773 1.8989 4.4175
C 0.5994 0.5651 4.5079
C -0.2510 2.5873 3.2203
Te 0.3382 1.5981 1.3003
N 1.1868 0.7362 -0.5809
C 1.2114 1.5313 -1.6633
O 0.9977 2.7399 -1.6868
C 1.6790 0.8504 -2.9423
C 2.1512 1.6720 -3.9620
C 2.6259 1.1265 -5.1441
C 2.6338 -0.2510 -5.3231
C 2.1537 -1.0735 -4.3140
C 1.6765 -0.5241 -3.1339
C -1.6201 1.8556 0.5374
C -1.7938 2.6503 -0.5905
C -3.0590 2.8276 -1.1274
C -4.1495 2.2131 -0.5289
C -3.9658 1.4274 0.5963
C -2.7040 1.2292 1.1547
C -2.5822 0.4013 2.4014
C -0.7773 3.8749 3.1672
C -0.9105 4.6859 1.9086
C -1.2210 4.4346 4.3636
H -1.5396 3.7177 7.6856
H -2.6544 4.7147 6.7528
H -1.0289 5.2930 7.0867
H -0.4282 1.9782 6.5243
H 0.6186 0.2187 5.5394
H 1.6354 0.6177 4.1610
H 0.1097 -0.1983 3.9007
H 2.1366 2.7412 -3.8038
H 2.9987 1.7755 -5.9259
H 3.0162 -0.6797 -6.2401
H 2.1600 -2.1494 -4.4394
H 1.3040 -1.1668 -2.3480
H -0.9331 3.1088 -1.0616
H -3.1857 3.4437 -2.0071
H -5.1430 2.3421 -0.9379
H -4.8188 0.9440 1.0575
H -3.4094 -0.3048 2.4706
H -2.6018 1.0385 3.2887
H -1.6481 -0.1667 2.4346
H -0.1979 4.3900 1.1371
H -0.7438 5.7399 2.1298
H -1.9114 4.5836 1.4852
H -1.6467 5.4327 4.3413
C 0.8073 -5.1503 -3.2430
C -0.5352 -4.5761 -2.8380
N -0.4067 -3.2186 -2.2985
C -1.2416 -2.1867 -2.5586
S -1.7190 -1.1147 -1.3175
N -1.7290 -1.9962 -3.7896
C -1.1302 -2.3726 -5.0712
C -2.1890 -2.8260 -6.0570
H 0.7019 -6.1885 -3.5542
H 1.5081 -5.1203 -2.4081
H 1.2505 -4.5869 -4.0647
H -1.0018 -5.1945 -2.0659
H -1.2329 -4.5581 -3.6723
H -0.0801 -3.1885 -1.3387
H -2.3738 -1.2200 -3.8314
H -0.3934 -3.1509 -4.9073
H -0.5824 -1.5024 -5.4457
H -2.6982 -3.7237 -5.7050
H -1.7342 -3.0400 -7.0229
H -2.9412 -2.0518 -6.2109
*
```

Values from the calculation:
Gap between HOMO and LUMO (spin up / spin down) = 7.708 / 5.768 eV
E_HOMO (spin up / spin down) = -7.30 / -7.69 eV
⟨S²⟩ = 3.787

=====

(3)
This record from OMol25 describes 2 unconnected molecules or ions with the total composition C34H38F8IN3O8S2 in a non-equilibrium geometry. The level of theory is ωB97M-V/def2-TZVPD.

The geometry in ORCA input format:
```
! RIJCOSX wB97M-V def2-TZVPD def2/J DEFGRID3
* xyz 0 1
C -1.1327 2.2684 5.0608
C -1.1102 0.9004 4.6556
C -0.9134 -0.5260 3.8731
C -0.6225 -0.4042 2.2636
N -1.4946 -0.1278 1.2020
C -2.8979 0.0698 1.7225
O -3.3718 1.1338 2.3751
O -3.8523 -1.0740 1.5391
C -0.9372 -0.1241 -0.2382
C -1.9561 -1.0916 -1.0635
C -3.3480 -0.4080 -1.5894
C -3.4741 -0.7271 -3.2266
C -3.5995 -2.3141 -3.7290
C -3.6799 -2.7358 -5.3331
C -3.6182 -1.5070 -6.4318
C -3.5170 0.0832 -5.9737
C -3.4380 0.4595 -4.3580
N -0.5075 1.2186 -0.7440
C -0.5876 1.4028 -2.2316
O -0.2041 0.5558 -3.1884
F -1.1084 2.7349 -2.7202
C -1.1316 2.3849 -0.0163
O -2.4536 2.7124 -0.0546
F -0.2911 3.3467 0.7913
C 0.4371 -1.0250 0.0865
I 2.3089 -0.4409 -0.9815
C 0.4179 -2.6281 -0.2554
O 1.0337 -2.9955 -1.4139
C -0.2903 -3.8247 0.5993
F -1.3354 -3.4021 1.5568
F 0.8030 -4.4512 1.4333
C -1.0252 -4.9481 -0.3988
F -2.1950 -5.4697 0.4031
F -1.6381 -4.3204 -1.6109
C -0.0840 -6.2518 -0.7160
F 1.3276 -5.9470 -1.0425
F -0.0877 -7.1039 0.5312
C -0.8310 -7.2065 -1.8684
O -2.1721 -7.2288 -2.0501
O -0.0677 -8.1495 -2.7503
C 0.8682 -0.6690 1.6350
C 1.6385 0.7349 1.9803
C 3.2329 0.5234 2.4408
C 4.1546 1.7270 1.7350
S 5.8994 1.0992 1.2801
C 6.8716 2.5585 0.5330
S 7.4332 3.7260 1.6756
N 7.1351 2.7190 -0.9531
C 8.2288 1.7149 -1.3189
C 7.6595 0.6452 -2.4386
C 7.6733 4.0982 -1.2906
C 7.8098 4.3673 -2.9299
H -1.0073 3.4237 5.3162
H -1.8827 -1.1848 4.0988
H -0.0191 -1.1341 4.3779
H -2.2892 -1.9926 -0.3541
H -1.3923 -1.4851 -2.0396
H -4.2748 -0.9442 -1.0855
H -3.4018 0.7572 -1.4983
H -3.6080 -3.2060 -2.9583
H -3.7497 -3.8567 -5.6919
H -3.6337 -1.7067 -7.5984
H -3.4565 0.9640 -6.7634
H -3.3333 1.5694 -3.9697
H 0.9091 -8.0187 -2.5698
H 1.3676 -1.5655 2.2081
H 1.5201 1.5816 1.1753
H 1.1122 1.1627 2.9635
H 3.6059 -0.4748 1.9533
H 3.3241 0.5394 3.6076
H 4.3132 2.6518 2.4576
H 3.6780 2.0537 0.6904
H 8.5732 1.2106 -0.3083
H 9.1794 2.2198 -1.7858
H 7.8553 -0.4664 -2.0905
H 6.4861 0.7885 -2.5407
H 8.1599 0.7855 -3.4926
H 8.7510 4.2968 -0.8516
H 6.9687 4.9742 -0.8973
H 6.7843 4.7347 -3.4094
H 8.2269 3.4376 -3.5154
H 8.5789 5.2490 -3.1190
C -7.9791 2.5407 3.5062
C -7.1892 2.0224 4.6974
C -5.8850 2.7842 4.8716
O -6.9061 0.6381 4.5100
H -7.4119 2.4180 2.5765
H -8.9091 1.9751 3.3856
H -8.2264 3.6000 3.6272
H -7.7929 2.1131 5.6069
H -5.2438 2.6701 3.9904
H -5.3215 2.3923 5.7251
H -6.0696 3.8508 5.0336
H -6.3703 0.5479 3.7045
*
```

Values from the calculation:
Gap between HOMO and LUMO = 5.976 eV
E_HOMO = -8.45 eV

=====

(4)
This record from OMol25 describes a molecular structure, C34H38N8O3PSTi in a non-equilibrium geometry. The level of theory is ωB97M-V/def2-TZVPD.

The geometry in ORCA input format:
```
! RIJCOSX wB97M-V def2-TZVPD def2/J DEFGRID3
* xyz 1 3
Ti 0.2406 -0.5018 0.5038
N 1.2278 1.1884 3.4287
C 0.4120 0.1321 3.5576
N -0.1488 -0.0651 4.7416
C -1.0010 -1.0945 4.8343
N -1.6138 -1.2717 6.0132
N -1.2904 -1.9326 3.8376
C -0.6422 -1.7205 2.6918
N 0.2189 -0.6721 2.4880
C -0.7716 -2.6599 1.6146
C -1.5723 -3.8132 1.7099
C -1.5470 -4.7445 0.7029
C -0.6655 -4.5447 -0.3816
C 0.0906 -3.4030 -0.4251
N 0.0241 -2.4369 0.5083
H 1.3684 1.7904 4.2215
H 1.6031 1.4327 2.5145
H -1.2655 -0.7682 6.8098
H -2.1805 -2.0898 6.1500
H -2.1817 -3.9343 2.5924
H -2.1631 -5.6290 0.7455
H -0.5751 -5.2819 -1.1609
H 0.8073 -3.2339 -1.2262
C -0.6381 -1.4910 -3.2690
P -0.0305 -0.2756 -2.0183
C 1.6174 0.0407 -2.7412
C 1.9183 1.1022 -3.5848
C 3.2008 1.2296 -4.0954
C 4.1777 0.2982 -3.7831
C 3.8818 -0.7591 -2.9373
C 2.6092 -0.8823 -2.4139
C -1.0157 1.2138 -2.4228
C -2.1829 1.1543 -3.1831
C -2.9226 2.3004 -3.4271
C -2.5225 3.5173 -2.8993
C -1.3745 3.5821 -2.1245
C -0.6226 2.4452 -1.8932
H -0.7291 -1.0065 -4.2418
H -1.5998 -1.9052 -2.9661
H 0.0884 -2.2989 -3.3508
H 1.1553 1.8225 -3.8482
H 3.4344 2.0665 -4.7389
H 5.1656 0.3824 -4.2111
H 4.6421 -1.4811 -2.6830
H 2.3794 -1.7186 -1.7599
H -2.5263 0.2192 -3.6008
H -3.8025 2.2417 -4.0519
H -3.1038 4.4094 -3.0796
H -1.0558 4.5312 -1.7180
H 0.2888 2.5171 -1.3130
O 7.8797 -1.2525 1.3915
C 6.7171 -1.8609 1.1158
O 6.6608 -3.0568 1.0122
C 5.5149 -0.9949 0.9399
C 5.5742 0.3848 0.7343
C 4.4146 1.1023 0.5440
C 3.1789 0.4589 0.5631
S 1.7246 1.3748 0.2935
C 3.1105 -0.9226 0.7706
C 4.2734 -1.6392 0.9463
H 7.7961 -0.2990 1.5101
H 6.5160 0.9127 0.6761
H 4.4369 2.1634 0.3601
H 2.1174 -1.4060 0.7759
H 4.2636 -2.7117 1.0836
C -3.6595 -1.1136 -0.1291
N -3.7068 0.2911 0.2106
C -5.0150 0.9066 0.3304
C -4.8719 2.4090 0.1403
C -3.8806 2.9129 1.1744
N -2.6272 2.2086 1.0069
C -1.4414 2.8560 1.5173
C -2.5726 0.9198 0.6053
O -1.4714 0.3121 0.5561
H -4.3741 -1.3099 -0.9287
H -3.9107 -1.7403 0.7333
H -2.6518 -1.3683 -0.4702
H -5.4538 0.6785 1.3107
H -5.6641 0.4779 -0.4378
H -5.8340 2.9057 0.2506
H -4.4782 2.6023 -0.8592
H -4.2779 2.7544 2.1850
H -3.6933 3.9811 1.0479
H -1.3816 3.8712 1.1237
H -0.5634 2.2990 1.1847
H -1.4554 2.8888 2.6116
*
```

Values from the calculation:
Gap between HOMO and LUMO (spin up / spin down) = 5.920 / 7.314 eV
E_HOMO (spin up / spin down) = -8.60 / -10.47 eV
⟨S²⟩ = 2.016

=====

(5)
This record from OMol25 describes a molecular structure, C34H39B2CsF4N7O8PS2 in a non-equilibrium geometry. The level of theory is ωB97M-V/def2-TZVPD.

The geometry in ORCA input format:
```
! RIJCOSX wB97M-V def2-TZVPD def2/J DEFGRID3
* xyz 0 1
Cs 0.6318 0.1695 -0.3136
C -4.3718 -0.3545 1.0491
C -3.0922 -0.5491 1.8073
N -2.4188 0.4320 2.2735
O -2.8917 1.6567 2.0136
B -2.1445 2.7075 2.7072
F -2.3670 3.9233 2.2072
F -2.1803 2.5943 4.0623
O -0.6740 2.1871 2.1536
N -0.3170 1.0005 2.3790
C 0.2559 0.8431 3.6946
C 0.5182 1.9904 4.6147
C 0.7418 -0.4048 3.9156
N 0.5278 -1.3595 2.8607
O 0.9251 -2.4972 3.1967
B 0.1688 -3.6774 2.3927
F 0.3331 -3.4839 1.0506
F 0.6775 -4.8257 2.8853
O -1.1856 -3.4426 2.8676
N -1.5787 -2.1350 2.7298
C -2.5915 -1.9379 1.9801
C -3.3316 -3.0289 1.2749
C 1.5098 -0.8407 5.1157
H -4.6227 0.6959 0.9690
H -4.2492 -0.7392 0.0365
H -5.1852 -0.9033 1.5256
H 0.0586 2.9073 4.2758
H 0.1359 1.7722 5.6108
H 1.5962 2.1438 4.6961
H -2.7979 -3.9683 1.3634
H -4.3298 -3.1469 1.6988
H -3.4555 -2.7761 0.2229
H 1.4267 -0.1069 5.9132
H 1.1501 -1.8035 5.4752
H 2.5648 -0.9765 4.8673
O -0.7213 2.2140 -1.0351
S -1.5629 1.4596 -1.9727
O -0.9186 0.2331 -2.4771
O -2.9189 1.2523 -1.5269
C -1.4724 2.5154 -3.4136
C -2.6135 3.0806 -3.9469
C -2.5213 3.9105 -5.0598
C -1.2848 4.1637 -5.6242
C -0.1439 3.5892 -5.0792
C -0.2138 2.7588 -3.9692
P 1.3620 2.0174 -3.2993
C 1.9417 1.0728 -4.7456
C 3.3002 0.8900 -4.9945
C 3.7327 0.0004 -5.9660
C 2.8135 -0.7401 -6.6944
C 1.4578 -0.5886 -6.4355
C 1.0257 0.3056 -5.4696
C 2.3556 3.5526 -3.2877
C 3.4799 3.8715 -4.0336
C 4.1746 5.0504 -3.7902
C 3.7524 5.9239 -2.8034
C 2.6187 5.6196 -2.0567
C 1.9335 4.4429 -2.2910
H -3.5662 2.8668 -3.4817
H -3.4139 4.3558 -5.4779
H -1.1988 4.8086 -6.4883
H 0.8217 3.7985 -5.5262
H 4.0426 1.4246 -4.4099
H 4.7933 -0.1114 -6.1513
H 3.1486 -1.4313 -7.4567
H 0.7292 -1.1683 -6.9870
H -0.0323 0.3975 -5.2627
H 3.8131 3.2268 -4.8384
H 5.0467 5.2844 -4.3873
H 4.2972 6.8395 -2.6159
H 2.2717 6.2964 -1.2874
H 1.0598 4.1977 -1.6948
O 2.4499 -1.5065 -0.0321
S 2.2256 -2.5238 -1.1293
C 3.6649 -3.6518 -1.0728
C 4.5469 -3.3486 -2.2850
C 4.3324 -1.8720 -2.6064
C 2.8203 -1.7169 -2.6385
H 3.3227 -4.6805 -1.0004
H 4.1415 -3.3680 -0.1349
H 4.2205 -3.9488 -3.1372
H 5.5878 -3.6012 -2.0853
H 4.7846 -1.5712 -3.5524
H 4.7460 -1.2433 -1.8136
H 2.3784 -2.2410 -3.4896
H 2.4401 -0.6950 -2.6351
N 5.4613 1.6504 3.1954
C 5.0692 1.6097 1.8837
C 3.7052 1.5560 1.5296
N 3.3188 1.5510 0.2764
C 4.2710 1.5951 -0.6620
C 5.6038 1.6579 -0.3095
N 6.0154 1.6602 0.9557
H 4.8255 1.3059 3.8927
H 6.4393 1.4776 3.3605
H 2.9385 1.5191 2.2971
H 3.9587 1.5942 -1.6988
H 6.3721 1.7051 -1.0727
*
```

Values from the calculation:
Gap between HOMO and LUMO = 5.249 eV
E_HOMO = -7.86 eV

=====

The E_tot results, record by record, are as follows: -4097.56518, -3670.49431, -3976.33009, -3571.21146, -3911.31694 Ha.